# 1
{"formula": "C37H33BrCaN5O3P2SSe", "method": "ωB97M-V with the def2-TZVPD basis set", "de_lowest_kj_mol": 0.0, "total_charge": -1, "orbital_gap_ev": 6.21, "symbols": ["Ca", "O", "S", "C", "C", "C", "C", "C", "C", "P", "C", "C", "C", "C", "C", "C", "C", "C", "C", "C", "C", "C", "C", "C", "C", "C", "C", "C", "P", "C", "C", "C", "C", "C", "C", "C", "C", "C", "C", "C", "C", "H", "H", "H", "H", "H", "H", "H", "H", "H", "H", "H", "H", "H", "H", "H", "H", "H", "H", "H", "H", "H", "H", "H", "H", "H", "H", "H", "H", "N", "N", "C", "N", "N", "N", "O", "O", "H", "H", "H", "H", "H", "Br", "Se"], "xyz": [[1.1189, -0.5872, -2.8918], [1.0494, 0.3593, -0.6442], [2.2358, 0.2807, 0.2821], [2.6419, -1.4422, 0.5320], [3.9589, -1.6236, 0.9297], [4.4290, -2.8937, 1.2198], [3.5739, -3.9740, 1.0777], [2.2734, -3.7905, 0.6291], [1.7636, -2.5236, 0.3380], [0.1389, -2.3254, -0.5356], [-0.4825, -4.0485, -0.5768], [-1.2811, -4.6403, 0.3980], [-1.7186, -5.9492, 0.2478], [-1.3655, -6.6772, -0.8796], [-0.5871, -6.0870, -1.8655], [-0.1551, -4.7769, -1.7228], [-0.9010, -1.5609, 0.7575], [-1.8751, -0.6526, 0.3526], [-2.7049, -0.0520, 1.2889], [-2.5637, -0.3495, 2.6360], [-1.5947, -1.2546, 3.0487], [-0.7681, -1.8565, 2.1125], [1.5508, 0.6695, 1.9187], [1.7750, -0.1417, 3.0246], [1.2824, 0.2263, 4.2651], [0.5462, 1.3936, 4.3973], [0.3446, 2.2075, 3.2958], [0.8648, 1.8828, 2.0433], [0.7690, 3.0566, 0.6082], [-1.0227, 3.0224, 0.2104], [-1.3976, 2.4447, -0.9985], [-2.7353, 2.3783, -1.3731], [-3.7068, 2.9117, -0.5421], [-3.3456, 3.4902, 0.6715], [-2.0144, 3.5348, 1.0499], [0.9521, 4.6613, 1.4855], [1.9310, 4.8137, 2.4696], [2.1961, 6.0548, 3.0268], [1.4978, 7.1757, 2.5991], [0.5411, 7.0433, 1.6041], [0.2737, 5.7994, 1.0497], [4.6131, -0.7618, 0.9939], [5.4555, -3.0370, 1.5302], [3.9266, -4.9754, 1.2910], [1.6370, -4.6533, 0.4837], [-1.5774, -4.0789, 1.2743], [-2.3453, -6.3960, 1.0102], [-1.7145, -7.6958, -0.9993], [-0.3358, -6.6343, -2.7651], [0.4101, -4.3041, -2.5198], [-1.9679, -0.4057, -0.6990], [-3.4467, 0.6641, 0.9613], [-3.2029, 0.1307, 3.3677], [-1.4758, -1.4824, 4.1013], [-0.0055, -2.5563, 2.4375], [2.3175, -1.0711, 2.9212], [1.4551, -0.4132, 5.1216], [0.1360, 1.6764, 5.3589], [-0.1982, 3.1361, 3.4177], [-0.6481, 2.0129, -1.6494], [-2.9922, 1.8822, -2.3019], [-4.7498, 2.8684, -0.8320], [-4.1055, 3.8999, 1.3265], [-1.7471, 3.9905, 1.9953], [2.4895, 3.9486, 2.8076], [2.9540, 6.1472, 3.7950], [1.7036, 8.1459, 3.0332], [-0.0028, 7.9122, 1.2547], [-0.4742, 5.7117, 0.2717], [0.3602, 1.1771, -4.6171], [-0.7271, 0.7046, -5.4208], [-1.0557, -0.7099, -5.1221], [-1.8142, -1.1153, -6.2863], [0.2302, -1.3508, -4.9744], [0.2990, -2.6056, -4.6737], [-0.4809, -3.4756, -5.0582], [1.2710, -2.8854, -3.8837], [0.2270, 2.1654, -4.4516], [1.2405, 1.0576, -5.1128], [-0.4471, 0.6995, -6.3983], [-2.7491, -0.7364, -6.1814], [-1.8975, -2.1263, -6.2516], [3.8685, 0.1163, -2.7733], [-1.9217, -0.7760, -3.3229]], "mulliken_charge": [0.6365, 0.6911, 0.0992, -0.1991, -0.3980, -0.7910, -0.7892, -0.7689, 0.9072, 1.3351, -0.3163, -0.1379, -0.7521, -0.4697, -0.7956, -0.2606, 0.9191, -0.2421, -0.5125, -0.9071, -0.8974, -0.0339, 1.1278, -0.4181, -0.8362, -0.9210, 0.0396, -0.5327, 0.1659, 0.8316, -0.8122, -0.1782, -0.7305, -0.7446, 0.0562, 0.4411, -0.5840, -0.6443, -0.4786, -0.6236, -0.6293, 0.4531, 0.3888, 0.4238, 0.4204, 0.3574, 0.4171, 0.3611, 0.4522, 0.3894, -0.4888, 0.5962, 0.3640, 0.4257, 0.5256, 0.2799, 0.4037, 0.4101, 0.2547, 0.3949, 0.4278, 0.3578, 0.3846, 0.3075, 0.3802, 0.3907, 0.3686, 0.3910, 0.4396, -0.3875, -0.4601, 0.2061, -0.7686, -1.1203, 1.7389, -0.7586, -0.9081, 0.1927, 0.2873, 0.2915, 0.2921, 0.3189, -0.7064, -0.3412]}

=====

# 2
{"formula": "C37H33NO4S2", "method": "ωB97M-V with the def2-TZVPD basis set", "total_charge": 0, "orbital_gap_ev": 4.85, "symbols": ["C", "C", "C", "C", "C", "S", "C", "C", "C", "C", "C", "C", "O", "O", "S", "C", "C", "C", "C", "C", "C", "O", "O", "C", "C", "H", "H", "H", "H", "H", "H", "H", "H", "H", "H", "H", "H", "H", "H", "H", "C", "C", "N", "C", "C", "C", "C", "C", "C", "C", "C", "C", "C", "C", "C", "C", "C", "C", "C", "H", "H", "H", "H", "H", "H", "H", "H", "H", "H", "H", "H", "H", "H", "H", "H", "H", "H"], "xyz": [[1.7126, 3.2316, 2.1550], [0.8171, 3.3385, 1.0900], [0.1851, 2.1993, 0.6209], [0.3803, 0.9272, 1.2125], [-0.5789, -0.1282, 0.9736], [-0.5538, -1.4697, 2.1717], [-1.6772, -2.8143, 1.7627], [-2.3400, -3.4830, 2.7990], [-3.1941, -4.5433, 2.4824], [-3.3623, -4.9483, 1.1549], [-2.6640, -4.2897, 0.1348], [-1.8191, -3.2258, 0.4435], [0.7691, -2.0685, 2.1420], [-1.0445, -0.9223, 3.4188], [-2.2588, 0.4854, 0.7211], [-2.8706, 1.3195, 2.2053], [-3.4016, 0.5587, 3.2490], [-3.7728, 1.1746, 4.4459], [-3.7641, 2.5691, 4.5540], [-3.2598, 3.3319, 3.4958], [-2.8063, 2.7152, 2.3264], [-2.3278, 1.4587, -0.3547], [-3.0308, -0.7349, 0.5905], [1.5141, 0.8146, 2.0674], [2.1171, 1.9596, 2.5763], [2.1314, 4.1370, 2.6077], [0.5759, 4.2942, 0.6256], [-0.5031, 2.2910, -0.2087], [-2.1802, -3.1790, 3.8343], [-3.7063, -5.0683, 3.2885], [-4.0089, -5.7917, 0.9088], [-2.7448, -4.6048, -0.9040], [-1.2500, -2.7359, -0.3411], [-3.5283, -0.5153, 3.1257], [-4.0752, 0.5470, 5.2851], [-4.1441, 3.0533, 5.4580], [-3.2189, 4.4204, 3.5772], [-2.4008, 3.3124, 1.5087], [1.8685, -0.1666, 2.3720], [2.8992, 1.8500, 3.3276], [-1.4643, -1.0757, -3.7871], [-0.5744, 0.0290, -3.4021], [-0.5274, 1.2203, -4.0423], [-1.3508, 1.5628, -5.1910], [0.4742, 2.0319, -3.4907], [1.0889, 1.2949, -2.4484], [2.1059, 1.8832, -1.7052], [2.4654, 3.2092, -1.9866], [1.8323, 3.9273, -3.0172], [0.8136, 3.3467, -3.7871], [0.3918, 0.0171, -2.3643], [0.6221, -1.0158, -1.4535], [1.9171, -1.5443, -1.1989], [3.0626, -1.0692, -1.9071], [4.3389, -1.3379, -1.4518], [4.5454, -2.1312, -0.3152], [5.9351, -2.3678, 0.1818], [3.4379, -2.7232, 0.3010], [2.1632, -2.5398, -0.2110], [-1.0916, -1.9688, -3.2757], [-2.4975, -0.9066, -3.4506], [-1.4603, -1.2593, -4.8709], [-1.0991, 2.5770, -5.5035], [-1.1553, 0.8625, -6.0190], [-2.4194, 1.5089, -4.9400], [2.5714, 1.3031, -0.9056], [3.2311, 3.6857, -1.3676], [2.1413, 4.9583, -3.1874], [0.3058, 3.8794, -4.5927], [-0.2499, -1.4901, -1.0127], [2.9288, -0.4669, -2.8067], [5.2002, -0.9176, -1.9746], [5.9145, -3.0020, 1.0706], [6.5556, -2.8710, -0.5665], [6.4351, -1.4245, 0.4313], [3.5903, -3.3383, 1.1889], [1.3381, -3.1472, 0.1549]], "mulliken_charge": [-0.8418, -0.7822, -0.7426, 0.5703, 0.1243, 1.5187, 0.0837, -0.8087, -0.6519, -0.5784, -1.0528, 0.3383, -0.6850, -0.7258, 1.2630, 0.2346, -0.2466, -0.7251, -0.4302, -0.6632, -0.1147, -0.7284, -0.6988, -0.3856, -0.8312, 0.3877, 0.5154, 0.7102, 0.4895, 0.3848, 0.3810, 0.4090, 0.8580, 0.2998, 0.3755, 0.3609, 0.3762, 0.3759, 0.5845, 0.4510, -1.8099, 0.1735, 0.2539, -0.9766, -0.3939, 0.6607, 0.4091, -0.9561, -0.8250, -1.1955, 1.1486, 0.3977, 0.8270, -0.6048, -0.8566, 1.2016, -1.5595, -1.0517, -0.3087, 0.3911, 0.3359, 0.4862, 0.3549, 0.3089, 0.3098, 0.4600, 0.3994, 0.3935, 0.2846, -0.4433, 0.5968, 0.4225, 0.3533, 0.3447, 0.3495, 0.3401, 0.3792]}